No. 1
Density functional theory data (ωB97M-V/def2-TZVPD) for a molecular structure, C34H49BrIrN6Se2Si.

Output
total charge	+4
⟨S²⟩	8.816
highest occupied orbital energy (spin up / spin down)	-16.102 / -18.259	eV
multiplicity	6

Each line ends with the Mulliken spin population.
Atoms and positions in Å:
Ir (0.075, -0.094, -0.173)  1.3165
C (3.856, 2.031, 0.351)  0.0408
C (2.724, 1.516, -0.263)  0.0109
N (1.825, 0.832, 0.449)  -0.0102
C (2.058, 0.632, 1.776)  -0.0663
C (3.204, 1.181, 2.349)  0.0329
N (4.083, 1.874, 1.649)  -0.0074
C (1.063, -0.173, 2.491)  0.2292
C (1.159, -0.692, 3.745)  -0.0085
C (0.159, -1.576, 4.262)  0.1907
C (-0.899, -1.939, 3.366)  0.0045
C (-0.980, -1.407, 2.119)  0.2410
N (-0.055, -0.448, 1.700)  0.2679
C (-1.921, -1.763, 1.053)  -0.0474
C (-3.044, -2.570, 1.213)  0.0304
N (-3.837, -2.887, 0.205)  -0.0103
C (-3.533, -2.411, -0.994)  0.0393
C (-2.431, -1.591, -1.203)  0.0065
N (-1.637, -1.265, -0.183)  -0.0026
C (0.267, -2.153, 5.592)  -0.0669
C (1.244, -1.708, 6.510)  0.1607
C (1.349, -2.274, 7.774)  -0.0137
N (0.482, -3.221, 8.013)  0.8839
C (-0.471, -3.741, 7.289)  -0.0117
C (-0.596, -3.185, 6.022)  0.1580
H (4.590, 2.581, -0.223)  0.0022
H (2.538, 1.622, -1.323)  0.0118
H (3.412, 1.058, 3.405)  0.0024
H (2.043, -0.472, 4.323)  -0.0022
H (-1.636, -2.671, 3.658)  0.0003
H (-3.312, -2.965, 2.185)  0.0020
H (-4.179, -2.681, -1.820)  0.0019
H (-2.174, -1.201, -2.178)  0.0122
H (1.935, -0.909, 6.291)  0.0220
H (2.063, -1.990, 8.539)  0.0304
H (-1.081, -4.542, 7.691)  0.0305
H (-1.369, -3.604, 5.397)  0.0256
C (-1.402, 6.551, 0.980)  -0.0238
Se (-0.697, 4.788, 1.269)  0.9555
C (-2.305, 3.718, 1.001)  -0.0475
C (-2.556, 3.348, -0.457)  0.0914
Se (-1.463, 1.947, -1.330)  0.2267
C (-0.232, 3.116, -2.288)  0.0076
H (-2.028, 6.787, 1.844)  0.0412
H (-2.006, 6.559, 0.072)  0.0190
H (-0.562, 7.238, 0.916)  0.0008
H (-3.119, 4.346, 1.371)  0.0033
H (-2.209, 2.848, 1.649)  0.0013
H (-2.510, 4.222, -1.108)  0.0084
H (-3.571, 2.954, -0.526)  -0.0065
H (-0.833, 3.780, -2.904)  0.0042
H (0.366, 2.471, -2.926)  0.0101
H (0.407, 3.678, -1.610)  -0.0045
C (1.098, -4.359, -5.557)  0.0009
C (0.470, -3.290, -4.620)  0.0023
C (0.237, -3.944, -3.247)  0.0052
C (-0.908, -2.911, -5.189)  0.0002
Si (1.701, -1.857, -4.623)  0.0074
Br (0.721, -0.462, -2.529)  0.1760
C (3.437, -2.179, -3.956)  0.0045
C (4.127, -0.992, -3.268)  0.0001
C (4.267, -2.587, -5.202)  0.0002
C (3.468, -3.355, -2.963)  0.0036
C (1.470, -0.478, -5.897)  0.0056
C (0.083, 0.189, -5.918)  -0.0070
C (1.666, -1.193, -7.261)  0.0011
C (2.518, 0.637, -5.781)  0.0001
H (0.384, -5.178, -5.657)  0.0001
H (2.022, -4.779, -5.158)  0.0000
H (1.299, -3.983, -6.562)  0.0000
H (-0.435, -4.791, -3.390)  -0.0003
H (-0.246, -3.256, -2.548)  -0.0024
H (1.145, -4.322, -2.783)  -0.0004
H (-1.554, -3.787, -5.129)  0.0003
H (-0.871, -2.613, -6.235)  0.0001
H (-1.382, -2.105, -4.623)  0.0006
H (4.164, -0.089, -3.872)  0.0002
H (5.157, -1.285, -3.055)  -0.0001
H (3.652, -0.760, -2.312)  -0.0025
H (4.416, -1.765, -5.901)  0.0001
H (3.835, -3.430, -5.747)  -0.0002
H (5.253, -2.903, -4.857)  0.0002
H (2.871, -3.154, -2.070)  -0.0026
H (4.500, -3.507, -2.643)  0.0002
H (3.129, -4.294, -3.400)  0.0001
H (-0.727, -0.498, -6.144)  0.0011
H (0.088, 0.950, -6.700)  0.0003
H (-0.153, 0.695, -4.978)  0.0091
H (0.888, -1.928, -7.465)  0.0001
H (2.638, -1.679, -7.357)  -0.0001
H (1.607, -0.437, -8.047)  0.0004
H (2.453, 1.167, -4.828)  0.0004
H (2.335, 1.364, -6.574)  0.0004
H (3.540, 0.283, -5.906)  0.0001


No. 2
Density functional theory data (ωB97M-V/def2-TZVPD) for a molecular structure, C34H49BrN7O4P2STi.

Output
total charge	+1
⟨S²⟩	2.007
highest occupied orbital energy (spin up / spin down)	-8.202 / -10.649	eV
multiplicity	3

Each line ends with the Mulliken spin population.
Atoms and positions in Å:
Ti (-0.146, 0.199, -0.065)  1.4909
C (0.120, -1.600, 3.351)  0.0116
P (-0.687, -0.179, 2.534)  0.0946
C (-0.585, 1.045, 3.896)  0.0041
C (-2.484, -0.655, 2.647)  0.0059
C (-2.994, -1.021, 3.896)  -0.0041
C (-4.312, -1.421, 4.053)  0.0002
C (-5.147, -1.459, 2.946)  0.0001
C (-4.657, -1.086, 1.707)  -0.0064
C (-3.329, -0.675, 1.532)  0.0121
P (-2.764, -0.171, -0.169)  0.0888
C (-3.385, -1.514, -1.238)  0.0161
C (-3.987, 1.132, -0.517)  0.0090
H (-0.371, -1.842, 4.292)  0.0011
H (1.158, -1.336, 3.560)  -0.0017
H (0.102, -2.480, 2.707)  -0.0014
H (-0.536, 0.542, 4.862)  -0.0033
H (-1.468, 1.684, 3.892)  0.0006
H (0.306, 1.664, 3.775)  0.0005
H (-2.352, -0.996, 4.772)  0.0003
H (-4.684, -1.703, 5.032)  -0.0001
H (-6.179, -1.773, 3.047)  -0.0001
H (-5.325, -1.119, 0.852)  0.0003
H (-4.468, -1.629, -1.174)  -0.0006
H (-2.912, -2.462, -0.982)  0.0025
H (-3.109, -1.252, -2.262)  -0.0052
H (-5.003, 0.755, -0.389)  -0.0003
H (-3.862, 1.472, -1.547)  -0.0027
H (-3.833, 1.981, 0.149)  0.0030
C (0.713, -2.405, -2.389)  0.0273
N (0.293, -3.489, -1.501)  0.0075
C (0.328, -4.859, -2.027)  0.0000
C (0.557, -5.821, -0.891)  0.0001
C (-0.570, -5.661, 0.091)  0.0001
N (-0.795, -4.247, 0.411)  0.0008
C (-1.732, -4.040, 1.505)  -0.0012
C (-0.326, -3.208, -0.336)  -0.0094
O (-0.461, -2.020, 0.064)  -0.0875
H (1.308, -2.851, -3.184)  -0.0003
H (1.330, -1.686, -1.870)  0.0069
H (-0.136, -1.886, -2.825)  -0.0093
H (1.133, -4.909, -2.756)  0.0000
H (-0.605, -5.089, -2.549)  0.0002
H (1.510, -5.584, -0.411)  -0.0001
H (0.603, -6.849, -1.249)  -0.0003
H (-0.355, -6.179, 1.025)  0.0000
H (-1.495, -6.086, -0.309)  0.0000
H (-1.328, -4.444, 2.436)  0.0002
H (-2.668, -4.561, 1.286)  0.0002
H (-1.939, -2.992, 1.637)  0.0044
C (-2.089, 5.260, 1.914)  -0.0001
N (-1.684, 4.247, 0.932)  0.0038
C (-1.942, 4.259, -0.425)  0.0024
C (-1.412, 3.111, -0.910)  0.0426
N (-0.826, 2.383, 0.118)  -0.0379
C (-1.022, 3.112, 1.202)  0.0456
H (-2.138, 6.226, 1.422)  0.0000
H (-1.347, 5.310, 2.706)  0.0002
H (-3.059, 5.020, 2.337)  0.0002
H (-2.462, 5.072, -0.905)  0.0002
H (-1.425, 2.766, -1.930)  -0.0062
H (-0.656, 2.878, 2.188)  0.0021
Br (1.263, 2.281, -7.959)  0.0000
C (1.198, 2.481, -6.092)  -0.0006
C (1.864, 3.538, -5.493)  0.0018
N (1.853, 3.744, -4.172)  -0.0008
C (1.189, 2.858, -3.420)  0.0071
C (0.492, 1.784, -3.944)  0.0015
C (0.485, 1.597, -5.312)  0.0012
C (-0.282, 0.814, -3.090)  0.0106
O (-1.277, 0.282, -3.534)  0.0036
O (0.216, 0.593, -1.898)  0.0512
H (2.420, 4.242, -6.104)  0.0001
H (1.195, 3.031, -2.350)  -0.0011
H (-0.075, 0.779, -5.748)  0.0000
N (6.206, 0.759, -1.985)  -0.0003
C (4.892, 1.052, -1.808)  -0.0067
O (4.342, 1.970, -2.372)  -0.0018
C (4.099, 0.164, -0.855)  -0.0206
C (4.553, -0.985, -0.264)  0.0407
C (3.686, -1.717, 0.532)  -0.0186
C (2.391, -1.266, 0.695)  0.1268
N (1.929, -0.137, 0.145)  -0.0355
C (2.793, 0.560, -0.615)  0.1125
H (6.717, 1.327, -2.639)  0.0000
H (6.681, 0.009, -1.521)  0.0003
H (5.570, -1.338, -0.404)  0.0034
H (3.996, -2.634, 1.013)  -0.0013
H (1.683, -1.836, 1.277)  -0.0108
H (2.440, 1.470, -1.067)  -0.0072
C (2.678, 4.508, 1.782)  0.0040
S (2.208, 2.778, 1.826)  0.0306
C (3.738, 2.075, 2.451)  0.0013
H (2.831, 4.920, 2.778)  0.0000
H (1.869, 5.051, 1.291)  0.0000
H (3.582, 4.640, 1.186)  0.0001
H (4.585, 2.420, 1.856)  0.0002
H (3.667, 0.990, 2.349)  -0.0003
H (3.911, 2.319, 3.499)  0.0004


No. 3
Density functional theory data (ωB97M-V/def2-TZVPD) for a molecular structure, C34H49CrN4O2S2Se2Si3.

Output
total charge	-2
⟨S²⟩	3.960
highest occupied orbital energy (spin up / spin down)	-0.119 / -0.283	eV
multiplicity	4

Each line ends with the Mulliken spin population.
Atoms and positions in Å:
Cr (1.001, 0.099, 0.438)  3.2629
C (-1.182, 0.127, 4.260)  -0.0043
C (-0.136, 0.371, 3.202)  0.0205
N (-0.235, -0.188, 2.036)  -0.1434
N (-1.321, -1.062, 1.897)  0.0149
C (-1.367, -1.721, 0.794)  0.0332
S (-0.321, -1.651, -0.558)  -0.0247
S (-2.692, -2.903, 0.617)  0.0013
C (-3.815, -2.370, 1.934)  -0.0021
C (-4.796, -1.306, 1.517)  0.0007
C (-4.923, -0.149, 2.277)  -0.0002
C (-5.824, 0.845, 1.916)  -0.0002
C (-6.612, 0.691, 0.787)  0.0000
C (-6.489, -0.460, 0.018)  0.0000
C (-5.588, -1.448, 0.381)  0.0000
C (0.998, 1.224, 3.584)  0.1040
C (1.102, 1.642, 4.927)  0.0037
C (2.140, 2.416, 5.389)  0.0029
C (3.149, 2.796, 4.494)  0.0032
C (3.082, 2.422, 3.181)  0.0011
C (2.005, 1.649, 2.677)  -0.0164
O (1.988, 1.413, 1.409)  -0.0580
H (-2.003, -0.448, 3.854)  -0.0029
H (-1.556, 1.081, 4.633)  0.0013
H (-0.750, -0.428, 5.095)  0.0009
H (-3.178, -2.005, 2.736)  0.0000
H (-4.330, -3.272, 2.272)  0.0000
H (-4.295, -0.019, 3.151)  0.0002
H (-5.894, 1.748, 2.511)  0.0001
H (-7.302, 1.472, 0.492)  0.0000
H (-7.088, -0.581, -0.876)  0.0000
H (-5.473, -2.331, -0.236)  0.0001
H (0.351, 1.330, 5.638)  0.0011
H (2.179, 2.711, 6.430)  0.0006
H (3.995, 3.378, 4.844)  -0.0001
H (3.856, 2.683, 2.471)  -0.0002
C (3.618, 0.743, -1.245)  0.0019
O (2.197, 0.817, -1.179)  -0.0265
Si (1.198, 1.883, -2.049)  -0.0442
C (1.259, 1.188, -3.797)  0.0014
C (2.065, 3.550, -2.220)  0.0047
C (-0.328, 1.801, -1.095)  0.0526
Si (-0.723, 3.184, 0.049)  -0.0196
C (0.722, 4.034, 0.938)  0.0005
C (-1.610, 4.677, -0.751)  0.0037
C (-1.959, 2.697, 1.417)  0.0180
Si (-1.789, 1.320, -2.113)  0.0194
C (-3.321, 1.007, -1.056)  0.0066
C (-1.690, -0.150, -3.311)  0.0048
C (-2.322, 2.650, -3.379)  0.0013
H (4.045, 1.751, -1.228)  -0.0004
H (3.918, 0.227, -2.162)  0.0024
H (3.983, 0.188, -0.382)  0.0041
H (2.250, 1.369, -4.224)  0.0006
H (0.521, 1.655, -4.454)  0.0001
H (1.074, 0.113, -3.797)  -0.0013
H (2.944, 3.479, -2.867)  0.0007
H (2.376, 3.975, -1.266)  -0.0011
H (1.365, 4.256, -2.678)  -0.0002
H (1.698, 3.680, 0.613)  0.0012
H (0.678, 3.847, 2.013)  0.0011
H (0.676, 5.116, 0.777)  -0.0005
H (-1.122, 4.994, -1.678)  -0.0009
H (-1.607, 5.523, -0.055)  0.0002
H (-2.652, 4.447, -0.988)  -0.0001
H (-2.020, 1.615, 1.550)  -0.0021
H (-2.967, 3.046, 1.176)  0.0004
H (-1.669, 3.137, 2.377)  0.0016
H (-3.068, 0.422, -0.167)  0.0017
H (-4.077, 0.449, -1.616)  0.0006
H (-3.776, 1.941, -0.714)  0.0001
H (-1.183, -1.026, -2.914)  -0.0014
H (-1.194, 0.136, -4.240)  0.0001
H (-2.717, -0.442, -3.556)  -0.0009
H (-2.597, 3.600, -2.924)  0.0004
H (-3.182, 2.290, -3.956)  -0.0001
H (-1.508, 2.847, -4.084)  -0.0011
Se (4.535, -1.153, 1.946)  -0.0490
C (5.500, -3.343, -1.452)  -0.0022
N (4.182, -3.903, -1.652)  -0.0066
C (3.057, -3.134, -1.699)  0.0067
Se (2.462, -1.745, 1.007)  -0.1837
N (2.057, -4.059, -1.813)  -0.0047
C (2.518, -5.361, -1.850)  0.0007
C (1.900, -6.590, -1.996)  0.0006
C (2.713, -7.718, -2.056)  -0.0001
C (4.101, -7.615, -1.961)  -0.0002
C (4.721, -6.379, -1.804)  0.0000
C (3.911, -5.257, -1.755)  0.0010
H (5.375, -2.309, -1.138)  0.0035
H (6.096, -3.400, -2.368)  -0.0003
H (6.014, -3.873, -0.649)  0.0003
H (1.092, -3.775, -1.736)  0.0042
H (0.822, -6.671, -2.064)  0.0001
H (2.259, -8.694, -2.179)  0.0000
H (4.706, -8.513, -2.010)  0.0000
H (5.798, -6.297, -1.725)  0.0001


Look up the multiplicity of the first one. 6